The following is a quantum chemistry calculation of a structure of composition C24H46Cl2N3O7SSiYb in a non-equilibrium geometry, from the Open Molecules 2025 dataset.

Computed properties:
**Lowest unoccupied orbital energy (alpha / beta)**: -0.262 / -0.815 eV
**Spin multiplicity**: 2
**Kohn-Sham gap (alpha / beta)**: 3.767 / 3.210 eV
**Calculated total energy**: -119725.21770 eV

Cartesian coordinates (Å):
C -1.2074 -3.7595 -3.4371
C -1.7336 -2.5315 -2.7354
H -2.0276 -4.4464 -3.6714
H -0.4685 -4.2924 -2.8396
H -0.7392 -3.4602 -4.3877
C -3.0411 -2.1128 -2.9291
C -4.0242 -2.7694 -3.8204
H -3.3871 -1.1987 -2.4676
H -4.4046 -3.7246 -3.4265
H -3.6674 -2.9684 -4.8456
H -4.9041 -2.1195 -3.9287
Yb 0.4673 1.0003 2.1543
Cl 0.9729 -1.9179 2.9580
C -0.2075 3.2545 0.0565
O -0.5822 2.8282 1.1730
N -0.1807 4.5468 -0.2728
C -0.7519 5.5393 0.6303
C 0.2446 4.9968 -1.5923
H 0.1402 2.5651 -0.7338
H -0.6853 5.1687 1.6560
H -1.8035 5.7465 0.3803
H -0.1833 6.4666 0.5108
H 1.0452 4.3451 -1.9654
H 0.6097 6.0260 -1.5001
H -0.5885 4.9730 -2.3115
H 5.5053 2.0777 5.3663
H 6.4384 0.5299 4.1487
C 4.4583 1.8052 5.2132
C 5.5280 0.0400 3.7930
N 4.3988 0.9243 4.0550
H 3.8529 2.6972 5.0293
C 3.2469 0.7530 3.4056
O 2.1796 1.3485 3.6873
H 5.5880 -0.1519 2.7149
H 3.3025 0.0296 2.5744
H 4.0922 1.3033 6.1207
H 5.4147 -0.9246 4.3120
H -2.7965 -2.3549 1.2844
H -4.4725 -0.7413 -0.4278
C -3.3192 -1.6775 1.9722
C -4.5906 -0.1577 0.4952
N -3.4472 -0.3569 1.3732
H -2.7637 -1.5969 2.9089
C -2.6997 0.6771 1.8173
O -1.7711 0.5532 2.6412
H -4.6801 0.9038 0.2427
H -2.9749 1.6583 1.3852
H -4.3255 -2.0760 2.1410
H -5.5047 -0.5035 0.9955
O -1.0621 -2.3034 -1.2739
C -0.6447 -1.5099 -2.3375
C -2.0333 0.4724 -1.6425
C -0.9556 -0.0575 -2.3663
H -2.4961 -0.1658 -0.8864
C -2.5158 1.7490 -1.9110
H 0.3633 -1.7721 -2.6808
C -0.2213 0.8091 -3.1929
H -3.4151 2.1046 -1.3994
C -1.8602 2.5572 -2.8460
C -0.6865 2.0969 -3.4527
H 0.6992 0.4409 -3.6468
H -2.2726 3.5398 -3.0941
H -0.1428 2.7393 -4.1492
Si 0.4821 -2.9467 0.8278
Cl 0.0057 -0.5125 0.3870
C -0.7331 -3.9413 1.9449
C 2.4281 -3.0031 0.8057
C 0.4739 -4.2219 -0.5797
H -1.4178 -3.3251 2.5356
H -0.1589 -4.5685 2.6441
H -1.3299 -4.6107 1.3136
H -0.5443 -4.5884 -0.7504
H 1.1096 -5.0638 -0.2643
H 0.9214 -3.7678 -1.4720
H 2.8637 -2.0057 0.6523
H 2.7893 -3.6325 -0.0201
H 2.8627 -3.4224 1.7258
C 4.1602 2.0505 -0.8763
S 2.8522 0.9530 -0.3426
O 2.2072 0.5121 -1.5742
O 3.4981 -0.1001 0.4573
O 1.9852 1.8092 0.5243
H 4.9122 1.4397 -1.3831
H 4.5886 2.5523 -0.0047
H 3.7351 2.7780 -1.5749